No. 1
Formula: C24H64BrN4O8
Source: OMol25
Level of theory: ωB97M-V with the def2-TZVPD basis set

Cartesian coordinates (Å):
1 Br 0.19708 -1.27593 0.12585
2 O 2.83922 -1.80785 4.48677
3 O -0.38291 -2.37095 -4.28751
4 O 2.30400 -4.38110 -2.24101
5 O -1.01786 6.87792 -0.42138
6 O -3.35156 -0.95669 3.07240
7 O 0.74530 3.20369 0.54881
8 O 3.28160 1.39324 2.96190
9 O -5.73282 -2.48941 -0.94267
10 N 3.26038 -1.10626 2.05329
11 N -3.18438 -1.65190 0.27834
12 N 1.97195 -1.56322 -3.10776
13 N -0.34312 4.63782 -1.51624
14 C -4.52018 -3.08009 -1.31992
15 C -1.69292 -2.93463 -4.28533
16 C 3.06166 2.78184 3.25302
17 C -2.90641 -0.31808 4.25802
18 C 2.58012 -2.07381 5.86996
19 C -3.71470 -0.06038 2.06730
20 C 4.16876 1.17097 1.91008
21 C 4.51610 -0.30179 1.92482
22 C -1.62554 5.24479 -1.98374
23 C 3.21872 -3.70559 -3.04943
24 C -0.78057 8.24660 -0.06780
25 C 1.10473 -0.55704 -3.82441
26 C -6.83916 -3.39400 -0.96993
27 C 0.85846 2.65187 -0.73074
28 C -0.33471 -1.02032 -3.94912
29 C -3.40407 -2.08372 -1.14004
30 C -1.59310 6.74535 -1.68615
31 C -0.06300 2.43878 1.44428
32 C 3.69785 -2.70550 3.84939
33 C 2.51704 -2.69401 -3.92444
34 C 3.45070 -2.54199 2.35165
35 C -4.28483 -0.85787 0.92099
36 C 2.56602 -4.30486 -0.85468
37 C -0.28901 3.14132 -1.59483
38 H 2.66209 -0.91691 1.23779
39 H -3.44712 -1.21112 -1.78734
40 H -4.44704 0.70169 2.36798
41 H -2.49293 -2.63546 -1.39846
42 H 2.04235 2.87130 3.61414
43 H -0.16656 4.91079 -0.53831
44 H 5.13354 -0.56423 2.78166
45 H -6.79711 -4.06684 -1.83043
46 H 0.97516 1.55160 -0.71322
47 H 2.52265 -3.04694 2.08792
48 H 3.17539 3.39892 2.36080
49 H -1.87773 -3.43145 -3.32958
50 H -2.63252 7.08686 -1.73970
51 H 5.10690 1.73078 2.02511
52 H 0.42560 5.02308 -2.07045
53 H -5.02042 -1.57749 1.25530
54 H -4.68591 -0.19525 0.15947
55 H 3.75315 1.48593 0.93816
56 H 3.77317 3.09248 4.01580
57 H -2.27824 -1.15556 0.22245
58 H 2.75466 -1.07620 -2.66634
59 H 2.52910 -3.27246 -0.46392
60 H -6.86375 -3.99837 -0.05911
61 H -0.45225 8.28703 0.96380
62 H 4.27547 -2.92383 1.75301
63 H -1.76864 -3.66020 -5.09044
64 H 3.06376 -1.31664 6.48804
65 H -2.46452 -2.17894 -4.46402
66 H 1.77608 -4.83796 -0.33057
67 H -1.05658 2.24482 1.03590
68 H 1.47155 -1.93604 -2.28609
69 H -2.39865 4.78408 -1.37144
70 H -2.38900 -1.06293 4.86082
71 H -0.25296 2.85213 -2.64666
72 H 4.01948 -3.21819 -2.47298
73 H -2.21931 0.50220 4.04061
74 H 3.53559 -4.74176 -0.59745
75 H 4.75093 -2.53847 4.11126
76 H 3.74922 -4.37753 -3.73443
77 H 3.22538 -2.26482 -4.63988
78 H 1.50622 -2.04543 6.03539
79 H 2.96898 -3.04520 6.17520
80 H 1.12508 0.34849 -3.22443
81 H -0.80175 -0.40934 -4.74134
82 H -4.55370 -3.45157 -2.34880
83 H -1.25730 2.77557 -1.24667
84 H 1.59252 -0.43492 -4.78923
85 H 2.76410 -0.67652 2.85538
86 H 1.81036 2.97194 -1.18111
87 H -4.30961 -3.93267 -0.64845
88 H -2.97473 -2.47384 0.85060
89 H 5.01840 -0.61846 1.01184
90 H -0.99730 7.27266 -2.44377
91 H -7.73887 -2.79193 -1.04523
92 H -0.90897 -0.79365 -3.03903
93 H 0.40618 1.47071 1.64810
94 H 1.70382 -3.09271 -4.51589
95 H -3.76273 0.01206 4.85140
96 H -0.01703 8.67203 -0.72559
97 H -1.69189 8.83762 -0.17990
98 H -0.07322 3.00196 2.37213
99 H -2.83594 0.51696 1.71651
100 H -1.73626 5.02316 -3.04066
101 H 3.47478 -3.75222 4.08455

Atomic forces in eV per Å
0.22 0.19 -0.34
-0.26 -0.10 0.09
0.06 -0.17 -0.04
-0.29 0.16 0.24
-0.06 0.07 0.35
0.11 0.00 -0.17
0.07 0.11 0.03
-0.35 0.18 -0.09
-0.06 0.12 -0.33
-0.05 1.20 -0.02
0.16 -0.21 -0.60
-0.19 0.04 0.91
0.37 -0.45 -0.29
-0.47 0.00 0.89
-0.16 0.04 -0.01
0.11 -0.31 0.02
-0.11 -0.37 0.47
0.18 0.13 0.29
0.03 0.31 -0.22
0.65 0.12 -0.16
-0.05 -0.41 -0.10
0.11 0.34 0.60
0.48 0.14 -0.49
-0.08 0.23 -0.26
0.27 -0.70 0.12
-0.04 -0.08 0.01
0.78 -0.46 -0.53
-0.59 0.46 -0.35
0.61 -0.97 -0.27
0.08 -0.46 -0.55
0.57 -0.29 0.14
0.34 -0.38 -0.27
0.40 0.32 -0.62
-0.18 -0.18 0.12
0.57 0.28 0.02
0.06 0.08 0.44
-0.65 -0.15 -0.18
-0.15 -0.47 0.09
-0.32 0.17 0.19
-0.10 -0.28 0.26
0.04 0.30 0.00
0.02 0.05 0.17
-0.09 0.18 -0.05
0.04 0.14 0.02
0.08 0.10 -0.05
-0.67 0.24 0.05
0.00 0.05 -0.10
0.00 -0.04 -0.06
0.01 0.00 -0.08
0.12 0.28 0.07
-0.07 -0.01 0.07
0.03 0.09 0.16
-0.26 0.14 -0.04
-0.20 -0.11 -0.04
-0.18 -0.12 0.09
-0.04 0.16 0.03
-0.06 0.18 0.51
0.05 0.05 -0.28
0.06 -0.03 -0.30
0.00 0.03 -0.01
0.04 -0.14 0.04
-0.03 -0.06 -0.01
0.17 -0.07 0.03
-0.03 0.03 -0.07
0.11 0.07 0.03
0.03 -0.17 -0.15
-0.13 0.21 0.14
-0.39 -0.15 -0.11
-0.11 -0.12 -0.22
0.06 -0.02 -0.15
0.35 0.05 0.04
-0.16 0.03 0.13
-0.05 0.10 -0.02
-0.03 -0.07 -0.07
-0.07 0.12 0.03
-0.18 -0.20 0.15
0.03 0.07 0.17
-0.02 0.00 -0.04
-0.06 -0.06 -0.13
0.13 0.18 -0.19
0.13 -0.03 0.08
0.14 0.04 -0.05
0.10 0.08 0.24
-0.16 0.28 -0.06
-0.09 -0.28 0.00
-0.13 0.38 0.25
0.03 -0.08 -0.26
-0.08 0.06 0.05
0.10 0.08 0.02
-0.10 0.06 0.01
-0.03 -0.01 0.09
0.28 -0.24 0.19
-0.01 0.02 -0.12
-0.20 -0.28 0.25
0.05 0.30 -0.14
0.03 -0.03 0.08
-0.04 -0.08 0.07
-0.40 0.07 -0.03
-0.01 -0.12 0.05
-0.21 -0.02 -0.01
-0.02 0.09 0.14

Summary:
E: -118282.8400 eV
Spin multiplicity: 1
Net charge: +3
Energy above the lowest of the compared OMol25 structures with the same formula, charge and spin: 15.0 kcal per mole

---

No. 2
Formula: C24H64N4O10S6
Source: OMol25
Level of theory: ωB97M-V with the def2-TZVPD basis set

Cartesian coordinates (Å):
1 S -2.53656 5.76107 -3.62605
2 S -2.14393 0.37656 4.11344
3 S 1.49020 2.52097 -2.23373
4 S 4.05567 -0.78598 4.71038
5 S -4.54395 1.43849 -0.54471
6 S 1.81357 -5.21978 3.38107
7 O 0.88136 -4.51459 2.38548
8 O -5.91432 2.08666 -0.72987
9 O -3.75868 4.98015 -4.10079
10 O -0.60975 -0.35362 -0.89687
11 O -2.91305 1.63982 3.66148
12 O 0.60469 3.60706 -1.55875
13 O 1.86799 6.93738 1.90548
14 O -4.81126 -1.84182 -3.32788
15 O 4.16243 -1.31531 0.02901
16 O 5.37327 -0.82020 5.47655
17 N 4.23236 -1.80641 -2.22778
18 N 1.26119 4.96824 1.04164
19 N -4.47537 -4.08968 -3.61189
20 N -0.39218 0.56155 1.14975
21 C 1.70401 4.21024 2.23349
22 C -4.80347 -0.38870 -0.30547
23 C 0.83804 -6.34558 4.48576
24 C -1.11608 5.21474 -4.74794
25 C 0.54347 1.68533 -3.60337
26 C 0.49062 -1.71385 0.78335
27 C -3.80183 1.48352 -2.22813
28 C -2.97120 0.04347 5.77651
29 C -1.89414 4.92542 -2.15935
30 C -2.51467 -2.55948 -3.07077
31 C 1.41522 6.28227 0.97971
32 C -4.02036 -2.83247 -3.35982
33 C 1.20915 7.01169 -0.30826
34 C 4.48829 -0.46996 -2.77954
35 C 3.81389 -3.49837 -0.61717
36 C -1.07286 1.80693 0.80574
37 C -3.61360 -5.26588 -3.65048
38 C -0.18991 -0.41498 0.28670
39 C 4.08595 -2.06470 -0.90679
40 C -2.88134 -1.18608 3.26406
41 C 2.91317 -2.11336 5.36005
42 C 2.60602 -6.43256 2.32907
43 C 2.62841 3.31901 -3.41452
44 C 4.30986 -1.47941 2.98831
45 H -2.82629 1.00284 -2.15484
46 H -0.56508 2.61458 1.33296
47 H 3.44460 -3.06416 5.31927
48 H -1.00665 2.04876 -0.25504
49 H -3.39110 -5.60961 -2.64031
50 H 4.51114 -2.54907 2.92991
51 H -2.48954 0.72271 6.47989
52 H -1.01629 4.13150 -4.67923
53 H 0.43531 -5.72934 5.28961
54 H 4.26301 -2.58212 -2.87385
55 H 0.50477 2.39740 -4.42773
56 H -4.04051 -6.10880 -4.19392
57 H 2.46140 4.71230 2.83549
58 H 2.79167 -3.62153 -0.25942
59 H -2.62936 -5.02888 -4.05444
60 H -2.57878 5.08038 -1.32548
61 H -4.04379 0.23023 5.82909
62 H -2.09410 -2.19440 -4.00774
63 H 3.44668 -6.99187 2.73962
64 H -2.64419 -1.14912 2.20081
65 H 0.92623 4.46150 0.23471
66 H 1.56243 -1.54553 0.88820
67 H 0.17283 -2.54463 0.15335
68 H 5.14065 -1.00430 2.46660
69 H 2.06505 4.01262 -4.03874
70 H -1.86144 3.85434 -2.35894
71 H 0.01296 0.53050 2.07441
72 H 3.76146 -4.02799 -1.56841
73 H 3.15433 -6.02827 1.47817
74 H -2.58207 -2.11986 3.74009
75 H 1.35510 6.44075 -1.22522
76 H 2.06599 -2.28925 4.69713
77 H -0.45559 1.38654 -3.28603
78 H 3.38483 -1.27432 2.44948
79 H -0.01643 -6.87848 4.06862
80 H 0.08775 -1.91882 1.77521
81 H 4.83213 0.20996 -2.00008
82 H -5.48857 -0.50286 0.53459
83 H 3.48601 -0.14809 -3.06225
84 H 2.25403 3.37242 1.80498
85 H 0.16657 7.31798 -0.39390
86 H 2.55313 -1.95384 6.37643
87 H -3.90507 -0.99621 -0.19634
88 H 1.46527 -7.09903 4.96221
89 H -2.35188 -1.81205 -2.29427
90 H 5.15613 -0.44014 -3.64046
91 H -2.74117 -0.99586 6.01101
92 H 1.94805 -7.12861 1.80879
93 H -5.43908 -4.22218 -3.88352
94 H -3.67631 2.54144 -2.45865
95 H 3.37570 3.85530 -2.82968
96 H 3.09374 2.53855 -4.01656
97 H -3.96364 -1.08949 3.35004
98 H -5.22194 -0.80993 -1.21955
99 H 0.90259 3.80492 2.85118
100 H -4.53435 1.02055 -2.88933
101 H 4.52299 -3.94717 0.07844
102 H -0.90394 5.33561 -1.96097
103 H -1.29633 5.62755 -5.74052
104 H 1.18565 0.82442 -3.78921
105 H -0.26786 5.72930 -4.29646
106 H -1.97483 -3.45301 -2.75728
107 H -2.09835 1.78123 1.17427
108 H 1.80407 7.92490 -0.29324

Atomic forces in eV per Å
-0.71 -1.60 -1.36
-3.26 0.79 0.36
-1.56 0.91 0.35
1.07 -0.33 0.19
-1.08 0.53 -0.36
-1.32 0.07 -1.62
0.89 -0.75 1.69
1.45 -1.11 0.33
1.42 0.92 0.68
0.56 0.09 1.38
1.55 -2.26 0.08
1.65 -1.61 -1.45
-0.12 0.10 0.77
1.77 -2.60 -0.29
0.17 2.00 0.31
-1.76 -0.42 -0.93
1.01 0.75 -0.46
-0.26 -1.11 1.08
0.80 -0.31 -0.34
0.10 1.06 0.67
0.46 -0.58 -1.26
-0.17 0.24 -1.06
-0.07 0.10 0.19
-0.76 0.95 1.27
0.45 0.74 0.91
-0.96 1.29 0.46
-0.41 -0.19 1.06
1.20 -0.20 -0.53
-0.33 0.07 -0.25
-0.83 -0.90 -0.25
1.35 1.35 0.06
-1.48 2.99 0.78
-1.01 0.15 -0.93
-1.21 -0.18 0.55
-0.85 -1.10 -0.98
0.15 0.38 0.38
0.52 0.10 0.57
-0.40 -1.83 -2.46
0.14 -1.62 -0.11
-0.28 1.36 0.27
0.65 -0.60 -0.63
1.11 -1.17 -0.98
-0.25 0.21 0.61
-0.33 -0.12 0.65
-0.04 -0.28 -0.26
-0.04 0.03 0.05
0.34 0.05 0.23
-0.09 -0.39 0.10
-0.20 -0.18 0.18
-0.11 -0.12 0.49
0.10 -0.14 -0.03
-0.14 0.13 -0.23
0.14 0.25 -0.09
-0.10 0.18 0.33
-0.05 -0.30 -0.10
-0.17 0.35 -0.11
-0.52 0.55 -0.15
0.04 0.25 0.54
-0.21 -0.01 -0.42
0.01 0.26 -0.08
0.08 0.01 -0.75
0.14 0.02 0.03
-0.38 -0.18 0.98
0.31 -0.01 0.14
0.10 -0.13 -0.09
0.06 -0.35 -0.30
0.50 0.21 -0.14
-0.17 0.44 0.41
0.01 -0.02 0.01
0.24 0.11 -0.07
-0.01 -0.28 -0.18
0.46 -0.55 0.10
-0.38 1.26 0.11
0.39 0.23 0.01
0.41 -0.24 0.10
-0.10 0.57 -0.19
0.23 -0.04 0.23
0.08 0.06 0.00
0.18 0.26 -0.71
0.18 -0.15 0.18
0.13 -0.24 0.03
0.14 0.12 -0.04
0.16 0.67 -0.43
-0.11 -0.43 0.16
-0.19 0.17 0.23
0.30 0.48 -0.12
0.43 0.55 0.47
0.41 0.17 -0.18
-0.42 0.11 -0.17
0.00 -0.35 0.19
-0.03 0.05 0.29
-0.56 0.01 0.60
0.10 0.47 0.18
-0.19 -0.04 0.01
0.00 -0.04 -0.10
0.00 0.02 0.06
-0.02 0.13 0.10
-0.50 0.27 -0.02
-0.13 0.35 0.00
0.35 -0.12 -0.13
-0.05 0.17 -0.12
-0.12 -0.19 0.14
-0.11 -0.34 0.07
-0.27 -0.08 -0.35
0.30 -0.16 -0.15
0.04 0.00 -0.13
-0.04 0.06 -0.27
0.04 -0.26 -0.02

Summary:
E: -117367.4383 eV
Spin multiplicity: 1
Energy above the lowest of the compared OMol25 structures with the same formula, charge and spin: 22.0 kcal per mole